Entry A
ORCA calculation (wB97M-V/def2-TZVPD) on 11 unconnected molecules or ions with the total composition H22O11.

## Properties
**E_LUMO**: -0.252 eV
**Molecular weight**: 198.2 g mol⁻¹
**HOMO-LUMO gap**: 10.6 eV
**HOMO**: -10.89 eV

Atoms and positions in Å:
O  0.05065  -0.87658  -4.14787
H  0.81131  -0.25030  -3.82366
H  0.50726  -1.38519  -4.82381
O  1.85334  4.17461  -1.61105
H  1.53457  4.84243  -0.98142
H  2.45523  3.59903  -1.25385
O  2.56622  0.46418  1.46971
H  1.92235  0.68120  0.78062
H  2.72872  -0.44827  1.23134
O  -4.28021  0.78476  1.66436
H  -4.88875  1.41420  2.32189
H  -4.04837  1.36671  1.01072
O  -3.18927  -2.51810  -3.17011
H  -2.75861  -2.37178  -3.92389
H  -2.78190  -1.89208  -2.73900
O  -0.57607  -0.06001  1.57671
H  -1.24824  -0.61569  2.24391
H  -0.91565  0.79188  1.95223
O  -2.07179  -0.23286  4.06298
H  -2.09074  -0.33977  5.04526
H  -2.98158  -0.49558  3.84196
O  3.58390  -3.08813  -0.11641
H  3.24091  -3.76802  -0.82458
H  2.89128  -2.50811  -0.13453
O  -3.01184  3.10826  -1.10859
H  -2.46972  3.63369  -0.53748
H  -2.33342  2.95627  -1.87670
O  5.41974  -0.15979  1.53108
H  4.92329  -0.15875  2.35890
H  4.79097  -0.62376  0.98677
O  -0.16810  -1.82663  -0.25572
H  -0.22646  -0.92925  -0.57254
H  -0.47499  -1.65659  0.55726

Atom charges from the Mulliken analysis, given in e for atoms 1 to 8: atom 1 (O): -0.623, atom 2 (H): 0.320, atom 3 (H): 0.310, atom 4 (O): -0.629, atom 5 (H): 0.321, atom 6 (H): 0.308, atom 7 (O): -0.589, atom 8 (H): 0.258


Entry B
ORCA calculation (wB97M-V/def2-TZVPD) on a molecular structure, H22O11.

## Properties
**E_LUMO**: -0.652 eV
**Molecular weight**: 198.2 g mol⁻¹
**HOMO-LUMO gap**: 7.7 eV
**HOMO**: -8.39 eV

Atoms and positions in Å:
H  -1.83248  -0.95118  -0.43223
H  -0.68612  -0.32547  0.14162
H  -0.48828  2.95342  -1.25441
H  0.86019  2.37256  -1.78893
H  -1.09563  -1.74502  -2.46637
H  -0.40491  -0.51457  -2.10745
H  -3.13283  3.77729  1.04951
H  -3.21771  2.25339  0.95183
H  -4.54472  -2.46750  -0.12454
H  -4.17807  -2.90458  -1.51126
H  -1.60727  3.79456  2.14554
H  -0.79928  2.61142  1.88338
H  0.49402  -2.05982  -0.54306
H  1.56974  -3.24774  -0.32133
H  3.26541  -1.35164  1.45818
H  4.36754  -1.98104  2.14741
H  -0.02552  -2.27867  2.58891
H  0.23706  -0.94341  3.28181
H  2.36895  0.47008  0.29260
H  2.46384  1.64310  -0.62594
H  2.27034  0.06391  -2.10839
H  3.45711  0.96789  -2.41017
O  -1.17094  -0.31020  -0.63091
O  -0.00473  2.81919  -1.99970
O  -0.42226  -1.37015  -1.83614
O  -2.62678  3.02001  0.89525
O  -4.76506  -3.15475  -0.76628
O  -1.03008  3.46424  1.47978
O  0.68902  -2.94617  -0.10032
O  4.22851  -1.31395  1.53585
O  -0.13076  -1.83597  3.40989
O  2.72937  1.36680  0.22829
O  3.16235  0.12396  -2.46239

Atom charges from the Mulliken analysis, given in e for atoms 1 to 8: atom 1 (H): 0.319, atom 2 (H): 0.197, atom 3 (H): 0.329, atom 4 (H): 0.306, atom 5 (H): 0.281, atom 6 (H): 0.356, atom 7 (H): 0.257, atom 8 (H): 0.255


Entry C
ORCA calculation (wB97M-V/def2-TZVPD) on 11 unconnected molecules or ions with the total composition H22O11.

## Properties
**E_LUMO**: -0.582 eV
**Molecular weight**: 198.2 g mol⁻¹
**HOMO-LUMO gap**: 10.1 eV
**HOMO**: -10.66 eV

Atoms and positions in Å:
H  -0.10770  -0.71317  0.14002
H  -1.33970  -0.55422  1.01578
H  3.03740  0.59027  -0.93215
H  1.72991  0.92923  -0.23529
H  -2.76560  -4.01614  -1.53911
H  -1.32469  -4.36166  -1.20081
H  3.47401  -2.02002  1.22762
H  4.05008  -1.17984  2.35557
H  2.13452  2.39115  -2.05417
H  0.95850  3.26639  -1.65297
H  4.17604  -1.92376  -1.36296
H  2.86088  -1.94338  -0.60138
H  -4.68205  -1.49929  -0.43355
H  -5.18143  -1.57848  -1.86686
H  -5.54544  2.33702  3.06296
H  -4.67811  1.80238  1.93515
H  0.15624  0.45579  -1.00142
H  -1.33152  0.73615  -0.86728
H  2.08436  -0.77987  2.09395
H  2.27455  0.69577  2.40437
H  0.10977  4.95769  -0.44425
H  0.26035  3.59445  0.21069
O  -0.79043  -1.22264  0.59091
O  2.37085  0.21764  -0.34407
O  -2.12322  -3.97757  -0.82158
O  3.64406  -2.03539  2.17621
O  1.92051  3.26657  -1.71236
O  3.23008  -2.06383  -1.48352
O  -4.92069  -2.13094  -1.12134
O  -5.59671  1.87784  2.21707
O  -0.57565  0.90235  -1.44176
O  2.75762  -0.09096  2.12744
O  -0.26677  4.07044  -0.44090

Atom charges from the Mulliken analysis, given in e for atoms 1 to 8: atom 1 (H): 0.243, atom 2 (H): 0.305, atom 3 (H): 0.264, atom 4 (H): 0.238, atom 5 (H): 0.307, atom 6 (H): 0.300, atom 7 (H): 0.324, atom 8 (H): 0.387


Entry D
ORCA calculation (wB97M-V/def2-TZVPD) on 11 unconnected molecules or ions with the total composition H22O11.

## Properties
**E_LUMO**: -0.473 eV
**Molecular weight**: 198.2 g mol⁻¹
**HOMO-LUMO gap**: 10.2 eV
**HOMO**: -10.67 eV

Atoms and positions in Å:
H  1.21831  0.77898  -0.83669
H  0.21325  0.72204  0.30202
H  -3.85557  -0.09284  0.76592
H  -4.42981  -1.46532  1.07670
H  1.21351  -3.47814  2.63076
H  2.24735  -3.09797  1.58353
H  3.62347  -1.51344  -2.27254
H  2.72561  -1.39135  -1.05230
H  0.26264  -2.17423  -0.78718
H  0.19468  -1.64616  -2.21076
H  4.29355  2.76212  -3.93754
H  4.50521  1.41128  -3.27387
H  -1.27817  3.98503  -1.27460
H  -0.20353  3.97178  -0.19988
H  -2.60886  -2.55722  1.51783
H  -3.62340  -3.48381  0.86808
H  0.42734  2.62720  -3.26849
H  -0.22618  3.94571  -2.88839
H  0.86212  0.73763  3.55839
H  -0.03794  -0.32972  2.95780
H  -2.73011  -0.49225  4.48470
H  -1.96100  0.07674  3.30370
O  0.48358  1.26573  -0.44652
O  -3.83569  -1.00980  0.46965
O  1.82587  -2.77461  2.38776
O  2.79578  -1.11970  -1.97441
O  -0.30935  -2.15099  -1.56261
O  4.98620  2.15300  -3.65791
O  -0.43573  3.57561  -1.04730
O  -3.43038  -3.02890  1.69560
O  -0.25275  3.24812  -3.55296
O  -0.05951  0.45959  3.51054
O  -1.87208  -0.53006  4.04726

Atom charges from the Mulliken analysis, given in e for atoms 1 to 8: atom 1 (H): 0.276, atom 2 (H): 0.279, atom 3 (H): 0.270, atom 4 (H): 0.370, atom 5 (H): 0.331, atom 6 (H): 0.302, atom 7 (H): 0.289, atom 8 (H): 0.284


Most stable of them? entry D.


Entry A
ORCA calculation (wB97M-V/def2-TZVPD) on 11 unconnected molecules or ions with the total composition H22O11.

## Properties
**E_LUMO**: -0.131 eV
**Molecular weight**: 198.2 g mol⁻¹
**HOMO-LUMO gap**: 10.7 eV
**HOMO**: -10.82 eV

Atoms and positions in Å:
O  -0.54263  -3.31454  -0.37192
H  -0.61335  -3.36234  0.57671
H  -0.84857  -4.07971  -0.81280
O  -2.06922  -1.41460  -1.60451
H  -2.96553  -1.76124  -1.76795
H  -1.69043  -2.09908  -1.00105
O  1.68313  -1.13460  -2.38403
H  1.17890  -1.30966  -3.16287
H  1.49250  -0.24486  -2.07608
O  3.27670  -1.15952  0.21344
H  2.89907  -1.87883  -0.27035
H  2.52898  -0.58762  0.18267
O  -0.91045  0.64682  -2.84557
H  -1.63741  0.07466  -2.58503
H  -1.19020  1.54912  -2.67413
O  2.04370  3.59255  1.39966
H  2.98984  3.38556  1.22071
H  1.81907  2.67856  1.41558
O  -2.82325  0.84150  0.09281
H  -2.30556  0.20769  -0.38181
H  -2.75788  0.60941  0.99538
O  0.51100  -0.19710  -0.04235
H  0.33481  0.69146  0.29174
H  -0.23129  -0.41252  -0.57985
O  -0.52345  2.17736  0.72284
H  -1.24012  1.75296  0.25972
H  -0.39819  3.12570  0.47584
O  -0.26628  2.48939  3.31542
H  -0.49076  2.50135  2.39088
H  -0.16498  3.34882  3.67512
O  0.73979  -2.40259  2.02617
H  0.51268  -1.81942  1.32625
H  1.65937  -2.49468  1.97938

Atom charges from the Mulliken analysis, given in e for atoms 1 to 8: atom 1 (O): -0.655, atom 2 (H): 0.348, atom 3 (H): 0.261, atom 4 (O): -0.632, atom 5 (H): 0.288, atom 6 (H): 0.304, atom 7 (O): -0.584, atom 8 (H): 0.274


Entry B
ORCA calculation (wB97M-V/def2-TZVPD) on 11 unconnected molecules or ions with the total composition H22O11.

## Properties
**E_LUMO**: -0.583 eV
**Molecular weight**: 198.2 g mol⁻¹
**HOMO-LUMO gap**: 9.6 eV
**HOMO**: -10.23 eV

Atoms and positions in Å:
H  0.54057  0.91767  0.57497
H  -0.16115  -0.39809  0.28099
H  -1.90039  0.93101  -0.69725
H  -0.76345  1.89447  -0.39868
H  -2.13785  -3.80108  0.40313
H  -1.35721  -2.77821  1.21206
H  3.64634  -1.92550  -0.54223
H  4.90052  -1.48246  -1.27762
H  0.25055  2.81507  0.98589
H  0.59068  2.75184  2.46587
H  -3.78331  0.19786  1.71435
H  -2.75069  -0.87690  2.01207
H  1.23089  3.02629  -0.42456
H  2.58783  3.20818  0.23550
H  2.47388  1.38874  4.40763
H  3.59463  0.58978  3.76295
H  1.29449  -0.66135  -3.71436
H  2.54916  -0.09618  -3.06905
H  -1.31283  -0.73655  -2.80525
H  -0.72295  -0.39657  -4.16411
H  -4.88796  -2.67274  -0.55806
H  -4.10272  -1.64705  0.24281
O  0.65808  -0.03691  0.63794
O  -1.27206  1.52174  -1.12763
O  -2.25090  -3.10631  1.06154
O  3.95266  -1.60803  -1.39919
O  0.84021  3.19480  1.64702
O  -3.44619  -0.64363  1.38689
O  2.13245  2.68558  -0.43421
O  3.43289  1.36340  4.31463
O  1.60109  0.05737  -3.15007
O  -1.22240  -1.07898  -3.70166
O  -4.20484  -2.59726  0.11769

Atom charges from the Mulliken analysis, given in e for atoms 1 to 8: atom 1 (H): 0.229, atom 2 (H): 0.296, atom 3 (H): 0.300, atom 4 (H): 0.174, atom 5 (H): 0.292, atom 6 (H): 0.280, atom 7 (H): 0.302, atom 8 (H): 0.308


Most stable of them? entry A.


Entry A
ORCA calculation (wB97M-V/def2-TZVPD) on 11 unconnected molecules or ions with the total composition H22O11.

## Properties
**E_LUMO**: -0.470 eV
**Molecular weight**: 198.2 g mol⁻¹
**HOMO-LUMO gap**: 9.5 eV
**HOMO**: -9.94 eV

Atoms and positions in Å:
H  0.19182  -0.37429  -0.83318
H  -0.70618  -1.49531  -0.39863
H  2.50133  -1.24956  -0.19036
H  2.16594  -2.80236  0.03881
H  -1.48068  0.56826  0.75281
H  -1.78552  1.88178  1.33650
H  2.18598  3.14806  0.02168
H  0.97368  3.93463  0.77864
H  4.17064  -3.40444  -1.88004
H  3.01313  -4.35535  -1.58775
H  -5.52603  -2.29467  -0.75732
H  -4.67091  -1.50822  0.21596
H  3.45218  1.76333  -1.91884
H  4.85092  1.61790  -1.53002
H  0.25912  -1.81650  1.47564
H  -0.59341  -0.58724  1.91189
H  1.26580  1.15300  2.69063
H  2.02833  0.18945  1.66259
H  -5.82542  0.02905  -1.23446
H  -4.35189  -0.26318  -1.80393
H  -1.58050  3.48072  -1.57077
H  -1.48549  5.02490  -1.56389
O  0.19895  -1.21811  -0.30643
O  2.80876  -2.13282  0.19654
O  -2.21964  1.17131  0.90805
O  1.85336  4.01705  0.38582
O  3.85342  -4.03649  -1.22772
O  -4.98725  -2.39687  -0.03926
O  3.93166  1.66694  -1.10507
O  -0.22076  -1.44801  2.14808
O  1.21275  0.46460  1.97868
O  -5.12453  -0.63817  -1.26936
O  -1.18832  4.22058  -1.12132

Atom charges from the Mulliken analysis, given in e for atoms 1 to 8: atom 1 (H): 0.262, atom 2 (H): 0.299, atom 3 (H): 0.288, atom 4 (H): 0.266, atom 5 (H): 0.312, atom 6 (H): 0.299, atom 7 (H): 0.315, atom 8 (H): 0.282


Entry B
ORCA calculation (wB97M-V/def2-TZVPD) on 11 unconnected molecules or ions with the total composition H22O11.

## Properties
**E_LUMO**: -0.158 eV
**Molecular weight**: 198.2 g mol⁻¹
**HOMO-LUMO gap**: 9.5 eV
**HOMO**: -9.68 eV

Atoms and positions in Å:
H  0.33059  0.36828  0.84878
H  0.54731  1.46387  -0.14061
H  0.92820  -2.30013  0.84289
H  1.81460  -2.34229  -0.36047
H  3.41967  1.00063  -0.01539
H  2.38014  0.58103  -1.22069
H  -0.84483  0.17142  -2.95508
H  -0.46040  -1.08971  -2.13936
H  2.12607  -0.36289  0.73731
H  2.82398  -1.17309  1.72159
H  4.96871  1.38232  -1.65873
H  4.24427  0.02608  -1.18917
H  -1.21621  -2.93531  0.13936
H  -1.29202  -1.68405  -0.86140
H  -3.50445  -0.65206  -1.93015
H  -3.54526  -1.88711  -1.06168
H  -0.29619  -0.75043  3.97234
H  0.26769  0.45030  3.01776
H  -1.76707  4.38520  0.18956
H  -2.92979  4.45391  -0.74901
H  -3.80727  0.87276  1.68770
H  -4.51112  -0.22640  1.00667
O  0.98683  0.76949  0.35743
O  1.00852  -1.81466  0.03326
O  2.78178  1.32401  -0.75725
O  -1.15398  -0.40584  -2.24623
O  2.13254  -0.51679  1.74489
O  5.13087  0.45882  -1.51469
O  -1.49619  -2.62518  -0.81853
O  -3.26791  -0.93654  -1.04030
O  0.44858  -0.20100  3.76885
O  -2.36314  3.78006  -0.22335
O  -3.88447  0.41535  0.81369

Atom charges from the Mulliken analysis, given in e for atoms 1 to 8: atom 1 (H): 0.195, atom 2 (H): 0.270, atom 3 (H): 0.314, atom 4 (H): 0.286, atom 5 (H): 0.341, atom 6 (H): 0.355, atom 7 (H): 0.280, atom 8 (H): 0.254


Entry C
ORCA calculation (wB97M-V/def2-TZVPD) on 11 unconnected molecules or ions with the total composition H22O11.

## Properties
**E_LUMO**: -0.440 eV
**Molecular weight**: 198.2 g mol⁻¹
**HOMO-LUMO gap**: 10.3 eV
**HOMO**: -10.73 eV

Atoms and positions in Å:
O  1.51203  3.88018  1.21015
H  0.98303  4.59118  0.85815
H  0.70903  3.37218  1.36015
O  -1.36497  -1.64682  1.13215
H  -1.05597  -1.63182  2.02615
H  -1.23197  -2.53782  0.74015
O  -2.20797  3.82118  -0.70085
H  -1.48997  4.11818  -1.24585
H  -2.09897  2.90018  -0.45885
O  0.54903  0.13418  0.28115
H  -0.05097  0.85718  0.20115
H  0.00903  -0.54882  -0.06085
O  1.39303  -3.30582  1.53715
H  1.72803  -2.68582  0.88215
H  2.17503  -3.67582  1.92615
O  -3.36697  -1.25482  -1.65085
H  -2.44897  -1.54082  -1.45785
H  -3.86997  -1.34682  -0.81785
O  0.55303  0.81818  -2.36885
H  0.81103  0.09318  -2.92785
H  0.84803  0.60418  -1.49185
O  3.33903  0.05118  -0.54585
H  2.87803  -0.81482  -0.66485
H  4.23503  -0.04382  -0.88185
O  -0.72097  -1.77882  -1.74285
H  -0.24097  -2.46682  -1.37185
H  -1.09697  -2.17182  -2.54085
O  2.54103  -0.44182  2.48515
H  2.09203  0.16018  3.11315
H  2.18603  -0.27482  1.62815
O  -2.30897  1.20018  0.21715
H  -2.11997  0.29618  0.32515
H  -2.86697  1.27018  1.00615

Atom charges from the Mulliken analysis, given in e for atoms 1 to 8: atom 1 (O): -0.595, atom 2 (H): 0.307, atom 3 (H): 0.285, atom 4 (O): -0.533, atom 5 (H): 0.258, atom 6 (H): 0.262, atom 7 (O): -0.648, atom 8 (H): 0.322


Entry D
ORCA calculation (wB97M-V/def2-TZVPD) on 11 unconnected molecules or ions with the total composition H22O11.

## Properties
**E_LUMO**: -0.454 eV
**Molecular weight**: 198.2 g mol⁻¹
**HOMO-LUMO gap**: 9.2 eV
**HOMO**: -9.70 eV

Atoms and positions in Å:
H  -0.48568  -0.22900  0.18934
H  0.60550  -0.09885  -0.73011
H  2.45036  -2.92601  1.85722
H  1.55884  -2.34776  2.91880
H  -2.94482  3.31319  -3.01006
H  -1.75228  2.74782  -2.28082
H  -1.95952  -1.93890  -0.93164
H  -2.61247  -1.44533  -2.17033
H  -0.19372  1.66174  2.36562
H  0.99900  1.19544  1.61298
H  -3.97126  -1.05312  2.04796
H  -2.41300  -0.66374  2.10712
H  3.56671  0.07797  -1.59227
H  3.22456  -0.56422  -0.32594
H  0.48044  3.91540  1.05058
H  1.96788  3.44977  0.83797
H  1.59234  1.89970  -1.79446
H  2.46423  1.03191  -0.73540
H  2.51818  -2.81904  -0.76904
H  1.82654  -4.02828  -1.27216
H  -3.43376  -0.39468  -0.16337
H  -3.24858  -1.58511  0.66174
O  -0.11268  0.39653  -0.48010
O  2.04828  -2.02035  2.17542
O  -2.74463  2.64660  -2.35571
O  -1.81880  -1.90726  -1.95772
O  0.07448  1.60121  1.47412
O  -3.05094  -1.26955  2.47953
O  3.91192  0.06476  -0.70041
O  1.32248  3.84806  1.54249
O  1.80249  1.73228  -0.81821
O  2.30926  -3.30300  -1.59571
O  -3.98133  -0.98816  0.36257

Atom charges from the Mulliken analysis, given in e for atoms 1 to 8: atom 1 (H): 0.224, atom 2 (H): 0.240, atom 3 (H): 0.315, atom 4 (H): 0.297, atom 5 (H): 0.307, atom 6 (H): 0.304, atom 7 (H): 0.241, atom 8 (H): 0.333


Most stable of them? entry C.